[1]
63
Properties=species:S:1:pos:R:3 method="wB97M-V/def2-TZVPD" molar_mass_g_mol=454.523 relative_energy_kj_mol=190.0 homo_energy_ha=-0.2933
C -2.9500 2.5540 3.9075
C -2.7897 1.0970 4.3317
O -2.1248 0.2996 3.3686
C -0.7968 0.4436 3.1665
C 0.0524 1.2672 3.9009
C 1.4017 1.3228 3.5969
C 1.9371 0.5570 2.5799
C 1.0912 -0.2793 1.8620
N 1.6400 -1.1048 0.8415
C 1.4703 -2.4813 0.8172
O 0.7813 -3.1052 1.5752
C 2.3335 -3.0258 -0.3019
C 2.8548 -1.7975 -1.0473
N 2.3528 -1.6830 -2.4043
C 0.9268 -1.4884 -2.5697
C 0.5221 -0.0013 -2.7042
C -0.5803 0.3714 -1.7500
C -1.7835 -0.3100 -1.7618
C -2.8050 0.0423 -0.8914
C -2.6443 1.0896 -0.0019
O -3.6003 1.5361 0.8611
C -4.7885 0.7943 0.9770
C -1.4123 1.7789 0.0310
O -1.3209 2.7823 0.9467
C -0.1164 3.5052 1.0189
C -0.4028 1.4095 -0.8403
C 3.2701 -1.6939 -3.4126
O 4.4539 -1.8472 -3.1830
C 2.7543 -1.5678 -4.8315
C 2.4649 -2.9572 -5.4029
C 2.4242 -0.6141 -0.1815
O 2.6938 0.5439 -0.3542
C -0.2597 -0.3375 2.1396
H -3.6916 3.0365 4.5387
H -2.0144 3.0999 3.9867
H -3.2700 2.5936 2.8703
H -2.2876 1.0186 5.3052
H -3.7746 0.6287 4.4172
H -0.3207 1.8663 4.7151
H 2.0461 1.9722 4.1706
H 2.9880 0.6013 2.3435
H 3.1423 -3.6081 0.1421
H 1.7611 -3.7008 -0.9382
H 3.9481 -1.7959 -1.1477
H 0.5822 -2.0608 -3.4321
H 0.4323 -1.9058 -1.6889
H 1.3951 0.6227 -2.5112
H 0.1889 0.2024 -3.7249
H -1.9426 -1.1196 -2.4587
H -3.7317 -0.5075 -0.9273
H -5.3750 1.2939 1.7468
H -5.3567 0.7904 0.0404
H -4.5864 -0.2355 1.2877
H 0.7303 2.8564 1.2627
H 0.0888 4.0360 0.0835
H -0.2579 4.2305 1.8187
H 0.5471 1.9184 -0.8189
H 3.5546 -1.1094 -5.4145
H 1.8751 -0.9304 -4.8892
H 3.3614 -3.5702 -5.3535
H 2.1558 -2.8778 -6.4425
H 1.6767 -3.4606 -4.8463
H -0.9144 -0.9855 1.5808

[2]
63
Properties=species:S:1:pos:R:3 method="wB97M-V/def2-TZVPD" molar_mass_g_mol=454.523 relative_energy_kj_mol=0.0 homo_energy_ha=-0.3339
C 5.0898 0.2515 -1.2169
C 4.7148 -0.4051 0.0940
O 4.5259 0.2129 1.1253
N 4.6602 -1.7517 0.0208
C 4.1791 -2.5614 1.1137
C 2.6684 -2.8170 1.0476
C 2.2423 -3.5591 -0.2276
C 2.2000 -2.6071 -1.4090
O 3.0840 -2.5289 -2.2446
N 1.0867 -1.8506 -1.4519
C 0.9606 -0.7164 -2.3327
C -0.2578 -0.8009 -3.2627
C -1.5279 -1.2795 -2.5437
C -1.7604 -0.4387 -1.3077
O -1.2143 -0.6512 -0.2478
O -2.5915 0.5538 -1.5508
C -2.8022 1.5366 -0.5252
C -3.9973 1.2027 0.3251
C -3.8946 0.2360 1.3183
C -4.9928 -0.0837 2.0962
C -6.2020 0.5590 1.8904
C -6.3110 1.5200 0.9000
C -5.2140 1.8382 0.1182
C 0.9443 0.5833 -1.5145
O 0.3843 1.5902 -1.8641
O 1.6704 0.4501 -0.4174
C 1.8083 1.5982 0.4357
C 0.6373 1.7423 1.3678
C -0.0964 2.9197 1.4137
C -1.1767 3.0377 2.2731
C -1.5388 1.9763 3.0840
C -0.8110 0.7983 3.0401
C 0.2729 0.6831 2.1900
H 6.1469 0.0835 -1.4133
H 4.5127 -0.1786 -2.0316
H 4.9099 1.3210 -1.1567
H 4.6663 -2.1805 -0.8945
H 4.4110 -2.0227 2.0363
H 4.7203 -3.5121 1.1063
H 2.1508 -1.8574 1.0997
H 2.3856 -3.4082 1.9206
H 2.9464 -4.3642 -0.4441
H 1.2499 -3.9895 -0.0844
H 0.4330 -1.8583 -0.6776
H 1.8744 -0.6930 -2.9439
H -0.0420 -1.4879 -4.0813
H -0.4259 0.1962 -3.6728
H -2.3816 -1.1796 -3.2124
H -1.4134 -2.3225 -2.2459
H -2.9487 2.4753 -1.0626
H -1.8993 1.5954 0.0891
H -2.9491 -0.2594 1.4780
H -4.9041 -0.8344 2.8676
H -7.0581 0.3115 2.5007
H -7.2526 2.0227 0.7351
H -5.3009 2.5875 -0.6551
H 1.9127 2.4904 -0.1891
H 2.7334 1.4099 0.9901
H 0.1750 3.7443 0.7708
H -1.7426 3.9571 2.3010
H -2.3882 2.0653 3.7448
H -1.0884 -0.0317 3.6731
H 0.8446 -0.2316 2.1575

[3]
59
Properties=species:S:1:pos:R:3 method="wB97M-V/def2-TZVPD" charge=+1 molar_mass_g_mol=388.535 relative_energy_kj_mol=227.4 homo_energy_ha=-0.3816
C -6.8647 -1.9817 2.0384
C -5.5883 -1.2034 2.0230
C -5.5526 0.0677 1.4353
C -4.3890 0.8088 1.4267
C -3.1757 0.3174 2.0094
C -2.0565 1.1867 1.9765
C -0.7304 1.0390 2.4560
C -0.2140 -0.0301 3.2395
C 1.1366 -0.1143 3.5448
C 2.0026 0.9002 3.1278
O 3.3727 0.8337 3.3766
C 4.1610 -0.0105 2.5796
C 5.0454 0.5998 1.6866
C 5.7876 -0.2045 0.8230
C 5.6702 -1.5966 0.8872
C 4.8099 -2.1891 1.8173
C 4.0439 -1.3961 2.6779
C 1.5154 2.0320 2.4617
C 0.1861 2.0797 2.1125
C -3.2215 -1.0037 2.5445
C -4.4095 -1.7167 2.5759
H -6.7162 -2.9538 2.5164
H -7.6509 -1.4424 2.5821
H -7.2374 -2.1471 1.0193
H -6.4650 0.4608 0.9866
H -4.3762 1.7936 0.9572
H -2.2259 2.1133 1.4236
H -0.8714 -0.8003 3.6230
H 1.5325 -0.9568 4.1083
H 5.1060 1.6857 1.6687
H 6.4596 0.2699 0.1055
H 6.2535 -2.2229 0.2092
H 4.7215 -3.2743 1.8856
H 3.3636 -1.8252 3.4111
H 2.2097 2.8304 2.2089
H -0.1841 2.9398 1.5541
H -2.3191 -1.4735 2.9162
H -4.4376 -2.7073 3.0318
C -4.9913 2.3067 6.5446
N -3.7872 2.5581 5.7976
C -3.9869 3.2243 4.5301
C -2.4834 2.3986 6.1887
N -1.5911 2.9261 5.3872
N -2.1771 1.6810 7.3210
C -3.1401 1.0503 8.1928
C -0.8068 1.5480 7.7795
H -4.9189 2.6291 7.5906
H -5.7796 2.9004 6.0664
H -5.2921 1.2496 6.4910
H -2.9885 3.4159 4.1253
H -4.5624 2.5869 3.8455
H -4.5204 4.1740 4.6745
H -0.6579 2.9317 5.7872
H -3.8818 0.4603 7.6433
H -2.5760 0.3629 8.8305
H -3.6345 1.7825 8.8482
H -0.1112 1.6713 6.9514
H -0.5726 2.2800 8.5647
H -0.6779 0.5469 8.1984

[4]
61
Properties=species:S:1:pos:R:3 method="wB97M-V/def2-TZVPD" molar_mass_g_mol=418.541 relative_energy_kj_mol=207.0 homo_energy_ha=-0.3070
O 4.9184 3.1548 0.0005
C 4.9393 1.9543 -0.2084
N 6.0913 1.2772 -0.4417
C 7.3817 1.8628 -0.1953
C 8.0647 1.1756 0.9982
N 8.3466 -0.2025 0.6960
C 9.5486 -0.8002 0.5951
C 9.3201 -2.1137 0.2536
C 7.9276 -2.2136 0.1644
N 7.3560 -1.0543 0.4330
C 3.7034 1.1297 -0.2867
C 2.5219 1.7589 -0.6615
C 1.3305 1.0648 -0.7471
C 1.2981 -0.2933 -0.4401
O 0.2045 -1.0930 -0.4955
C -1.0488 -0.5612 -0.8974
C -1.9337 -1.7679 -1.2332
C -3.4076 -1.4026 -1.1259
N -3.7877 -1.0740 0.2422
C -4.9669 -0.2347 0.2917
C -6.2189 -1.0025 -0.1579
C -7.4472 -0.1842 0.1144
C -7.9459 0.6860 -0.8464
C -9.0555 1.4697 -0.5831
C -9.6814 1.3946 0.6491
C -9.1912 0.5322 1.6151
C -8.0812 -0.2491 1.3489
C -2.6660 -0.5826 1.0281
C -1.6985 0.2809 0.2162
C 2.4797 -0.9227 -0.0356
C 3.6653 -0.2263 0.0385
H 6.0853 0.2646 -0.4784
H 8.0124 1.7639 -1.0862
H 7.2230 2.9223 0.0210
H 9.0038 1.6757 1.2402
H 7.3952 1.2228 1.8630
H 10.4608 -0.2669 0.7721
H 10.0442 -2.8852 0.0935
H 7.3284 -3.0679 -0.0806
H 2.5531 2.8139 -0.8889
H 0.4383 1.5916 -1.0465
H -0.9101 0.0520 -1.7997
H -1.7121 -2.1208 -2.2407
H -1.6991 -2.5731 -0.5376
H -3.6116 -0.5572 -1.8081
H -4.0146 -2.2515 -1.4557
H -4.8651 0.6755 -0.3288
H -5.1165 0.0805 1.3274
H -6.2559 -1.9428 0.3935
H -6.1514 -1.2263 -1.2230
H -7.4629 0.7462 -1.8117
H -9.4335 2.1399 -1.3417
H -10.5486 2.0045 0.8554
H -9.6763 0.4680 2.5783
H -7.7021 -0.9224 2.1047
H -3.0521 -0.0151 1.8766
H -2.1214 -1.4445 1.4275
H -2.2417 1.1213 -0.2207
H -0.9235 0.6806 0.8715
H 2.4344 -1.9704 0.2173
H 4.5524 -0.7423 0.3770

[5]
63
Properties=species:S:1:pos:R:3 method="wB97M-V/def2-TZVPD" charge=+1 s_squared=6.05 molar_mass_g_mol=549.530 multiplicity=5 homo_energy_ha="-0.3922 / -0.3922"
Rh -0.6781 -0.2812 -0.1768
N -1.2457 -4.3050 0.9770
C -2.2417 -3.9026 1.8378
C -2.4205 -2.5751 1.6093
N -1.5585 -2.1675 0.6232
C -0.8557 -3.2287 0.2680
C 0.1828 -3.1044 -0.7397
N 0.4905 -1.9127 -1.2113
C 1.4836 -2.0970 -2.1358
C 1.7719 -3.4241 -2.2245
N 0.9361 -4.0537 -1.3322
H -0.8519 -5.2301 0.9410
H -2.7141 -4.5847 2.5215
H -3.1009 -1.8925 2.0872
H 1.9280 -1.2720 -2.6650
H 2.4828 -3.9681 -2.8201
H 0.9088 -5.0457 -1.1666
C 0.1673 5.1500 -4.3421
C 0.3448 4.1764 -3.2084
C 1.3569 4.3661 -2.2588
C 1.5446 3.4809 -1.1964
C 2.6277 3.7016 -0.1769
C 0.7022 2.3948 -1.0951
C -0.3455 2.1534 -2.0278
C -0.4908 3.0884 -3.0939
N -1.1051 1.0559 -1.8258
C -2.2229 0.6533 -2.6986
C -1.7377 0.3063 -4.1208
C -2.9216 -0.1709 -4.9693
C -3.9981 0.9194 -5.0040
C -4.5119 1.1925 -3.5864
C -5.0874 -0.0925 -2.9901
C -3.9901 -1.1570 -2.9471
C -3.5020 -1.4508 -4.3664
C -2.8187 -0.6369 -2.1068
C -3.3580 1.6971 -2.7120
H 0.9023 5.9510 -4.2939
H -0.8252 5.6015 -4.3143
H 0.2757 4.6505 -5.3057
H 2.0104 5.2257 -2.3529
H 3.2256 4.5784 -0.4181
H 3.2933 2.8394 -0.1225
H 2.1989 3.8446 0.8157
H 0.8406 1.7169 -0.2614
H -1.2611 2.9618 -3.8348
H -0.9823 -0.4837 -4.0442
H -1.2583 1.1547 -4.6041
H -2.5664 -0.3685 -5.9832
H -4.8252 0.6032 -5.6445
H -3.5899 1.8370 -5.4398
H -5.2862 1.9620 -3.6181
H -5.9268 -0.4460 -3.5941
H -5.4707 0.0985 -1.9833
H -4.3752 -2.0704 -2.4874
H -4.3314 -1.8146 -4.9780
H -2.7406 -2.2374 -4.3521
H -2.0379 -1.4076 -2.0671
H -3.1696 -0.4380 -1.0871
H -3.6982 1.8523 -1.6833
H -3.0196 2.6635 -3.0782
S 2.3646 -0.9845 3.0119
C 1.2294 -0.3016 2.1342
N 0.3789 0.2176 1.4832

[6]
99
Properties=species:S:1:pos:R:3 method="wB97M-V/def2-TZVPD" charge=-1 molar_mass_g_mol=1591.177 homo_energy_ha=-0.1949
C 6.8612 0.8266 0.1522
C 5.5616 0.0579 0.0521
O 4.5241 0.5337 0.4446
O 5.6673 -1.1952 -0.4620
C 4.8700 -1.3885 -1.6541
C 3.8447 -2.5090 -1.4686
C 2.7046 -2.2976 -2.4824
C 1.4730 -1.6244 -1.8515
C 0.7808 -2.4744 -0.7857
C -0.3905 -3.3251 -1.3628
Al -2.1894 -2.7992 -0.5880
C -1.9427 -2.6028 1.4112
C -2.8149 -1.5789 2.1418
C -4.3201 -1.8056 1.9921
Cl -2.3429 0.1309 1.7657
O -3.3586 -4.1609 -1.0703
N -4.2747 -4.4855 -0.1373
O -4.0401 -5.5195 0.4068
C -2.7200 -1.0760 -1.5915
O -2.0916 -0.0378 -1.5489
C -4.0048 -1.0156 -2.5608
F -3.7477 -0.1104 -3.5295
F -4.1326 -2.2140 -3.1911
C -5.3195 -0.6853 -1.8084
F -5.0951 0.0075 -0.6827
F -5.9076 -1.8586 -1.5235
C -6.3802 0.1336 -2.6203
F -6.5474 -0.3860 -3.8367
F -7.5578 -0.0388 -1.9396
C -6.1186 1.6502 -2.6454
O -5.0297 2.1539 -2.5250
O -7.2245 2.4329 -2.8443
H 7.5399 0.5107 -0.6393
H 6.6806 1.8875 0.0756
H 7.3298 0.6053 1.1089
H 5.5458 -1.7104 -2.4483
H 4.3783 -0.4580 -1.9296
H 4.3067 -3.4799 -1.6451
H 3.4989 -2.4752 -0.4372
H 2.3781 -3.2421 -2.9213
H 3.0664 -1.6344 -3.2741
H 0.7905 -1.2675 -2.6223
H 1.8519 -0.7175 -1.3602
H 0.3715 -1.7807 -0.0489
H 1.4677 -3.1570 -0.2842
H -0.4309 -3.1987 -2.4504
H -0.2923 -4.3906 -1.1362
H -2.1841 -3.5774 1.8596
H -0.9065 -2.4064 1.6921
H -2.6017 -1.6785 3.2071
H -4.6396 -2.4609 2.8005
H -4.8202 -0.8471 2.1418
H -4.6156 -2.1575 1.0059
H -7.9317 2.1271 -2.2632
C 9.8549 -1.5548 2.0778
Cl 9.2077 -1.5527 3.7200
Cl 8.8014 -2.4608 0.9936
Cl 10.0710 0.0974 1.4930
H 10.8231 -2.0366 2.0961
C 5.3995 4.6413 1.8549
Cl 6.6180 3.4074 2.1753
Cl 5.6337 6.0433 2.9051
Cl 5.4355 5.1216 0.1577
H 4.4265 4.2170 2.0666
C 7.1751 7.6340 6.0028
Cl 8.0960 8.6705 7.1003
Cl 6.3000 6.3983 6.9063
Cl 6.0695 8.5933 5.0192
H 7.8728 7.1384 5.3401
C 7.1703 12.7550 3.9876
Cl 7.8147 12.4727 2.3675
Cl 7.4586 11.3600 5.0256
Cl 7.8692 14.2189 4.6883
H 6.1014 12.8975 3.9065
C -7.4603 -5.4204 -2.5073
Cl -7.4718 -6.9547 -3.4035
Cl -5.8338 -4.9907 -2.0066
Cl -8.1858 -4.1309 -3.4817
H -8.0593 -5.5468 -1.6131
C -5.8260 -1.5916 -7.2905
Cl -4.6282 -1.9077 -8.5548
Cl -5.1801 -1.9639 -5.7017
Cl -6.3774 0.0884 -7.3687
H -6.6791 -2.2317 -7.4719
C -3.8946 -8.8856 -3.3821
Cl -2.6425 -10.0875 -3.0268
Cl -3.7664 -7.5030 -2.3100
Cl -3.8055 -8.3836 -5.0755
H -4.8584 -9.3509 -3.2223
C -9.5045 -7.1062 1.0292
Cl -8.7658 -5.5673 0.5847
Cl -9.8322 -8.0751 -0.4101
Cl -8.4766 -7.9895 2.1568
H -10.4461 -6.8993 1.5197
C 4.6929 13.7941 7.5370
Cl 5.9188 12.5650 7.8386
Cl 4.9267 15.1847 8.5982
Cl 4.7152 14.2967 5.8426
H 3.7220 13.3664 7.7483

[7]
73
Properties=species:S:1:pos:R:3 method="wB97M-V/def2-TZVPD" charge=+2 s_squared=2.01 molar_mass_g_mol=984.118 multiplicity=3 homo_energy_ha="-0.4868 / -0.4870"
W 1.3034 1.1062 -0.0901
C 1.5602 -2.6134 -1.4189
C 0.2839 -1.9177 -1.0892
C -0.9765 -2.5016 -1.0067
C -1.8669 -1.4772 -0.7413
C -3.3501 -1.5301 -0.6091
N -1.1670 -0.3354 -0.6617
N 0.1645 -0.5966 -0.8791
B -1.6522 1.1030 -0.9845
N -1.3671 2.1016 0.1473
N -0.1112 2.6645 0.2645
C -0.2643 3.8001 1.0031
C 0.7607 4.8507 1.2646
C -1.5895 3.9066 1.3825
C -2.2564 2.8240 0.8300
C -3.7087 2.4999 0.8911
N -0.8088 1.5471 -2.1994
N 0.5637 1.5151 -2.1366
C 1.0203 1.5874 -3.4035
C 2.4453 1.4546 -3.8250
C -0.0599 1.7120 -4.2641
C -1.1979 1.6784 -3.4752
C -2.6269 1.7564 -3.8885
H 1.3454 -3.4544 -2.0748
H 2.2544 -1.9541 -1.9330
H 2.0395 -3.0175 -0.5247
H -1.2095 -3.5429 -1.1528
H -3.6486 -2.4921 -0.1965
H -3.7268 -0.7376 0.0342
H -3.8275 -1.4280 -1.5849
H -2.8108 1.0994 -1.2456
H 1.3676 5.0495 0.3847
H 0.2376 5.7683 1.5256
H 1.4187 4.6095 2.0940
H -2.0226 4.7043 1.9616
H -4.1645 3.0367 1.7194
H -4.2103 2.8038 -0.0288
H -3.8755 1.4336 1.0311
H 3.0096 0.8336 -3.1358
H 2.4735 0.9793 -4.8042
H 2.9411 2.4208 -3.9204
H -0.0180 1.8102 -5.3354
H -2.6877 1.9713 -4.9522
H -3.1405 0.8132 -3.7001
H -3.1520 2.5412 -3.3453
N -2.2974 -5.0048 3.9991
C -1.5571 -3.9359 3.6438
C -0.1947 -3.8593 4.0052
C 0.5570 -2.7689 3.6552
C -0.0327 -1.7405 2.9088
C -1.3764 -1.7944 2.5385
C -2.1321 -2.8778 2.9079
S 0.9381 -0.3922 2.5125
O 0.0944 0.6965 1.9310
O 1.8293 -0.1037 3.5886
N 1.7232 -0.5855 1.1061
C 2.9790 -0.8896 0.6994
N 3.1741 -0.1225 -0.4050
C 4.3592 -0.2397 -1.0104
C 5.3005 -1.1248 -0.5369
C 4.9895 -1.8523 0.6092
N 3.8195 -1.7323 1.2399
H -1.9137 -5.7227 4.5878
H -3.2861 -5.0327 3.8257
H 0.2499 -4.6585 4.5835
H 1.5925 -2.6938 3.9594
H -1.8188 -0.9671 2.0007
H -3.1851 -2.9174 2.6592
H 4.5477 0.3973 -1.8647
H 6.2572 -1.2352 -1.0243
H 5.6973 -2.5466 1.0449
I 3.0169 3.0757 -1.0103
I 2.9773 2.2443 1.9188